DFT (wB97M-V/def2-TZVPD) results for C60H68FeGe2O3S6 as an isolated structure.

Cartesian coordinates (Å):
Fe -0.393 0.578 0.468
C 1.558 -1.969 -2.543
C 0.759 -1.955 -1.262
C 1.434 -2.109 -0.038
C 2.938 -2.205 -0.039
C 0.723 -2.106 1.167
C 1.436 -2.348 2.474
C -0.674 -1.912 1.152
C -1.456 -1.798 2.446
C -1.359 -1.863 -0.075
C -2.865 -1.960 -0.103
C -0.636 -1.841 -1.284
C -1.421 -1.733 -2.567
H 1.648 -2.991 -2.926
H 2.553 -1.566 -2.384
H 1.097 -1.357 -3.313
H 3.334 -2.487 0.932
H 3.354 -1.224 -0.290
H 3.293 -2.928 -0.775
H 1.972 -1.452 2.797
H 2.155 -3.161 2.373
H 0.739 -2.631 3.258
H -1.770 -2.778 2.819
H -2.340 -1.182 2.301
H -0.858 -1.311 3.214
H -3.185 -2.565 -0.950
H -3.339 -0.983 -0.204
H -3.238 -2.431 0.804
H -2.204 -0.979 -2.467
H -1.898 -2.688 -2.806
H -0.799 -1.457 -3.411
C -2.765 5.676 -3.831
C -1.301 5.400 -3.615
C -0.545 6.199 -2.765
C 0.794 5.937 -2.518
C 1.608 6.883 -1.674
C 1.393 4.814 -3.113
C 0.648 3.995 -3.966
C 1.248 2.793 -4.650
C -0.685 4.311 -4.210
C 2.880 4.659 -3.017
C 3.568 5.348 -4.018
C 4.947 5.340 -4.083
C 5.653 4.634 -3.129
C 4.998 3.935 -2.114
C 3.591 3.944 -2.039
Ge 2.596 2.926 -0.636
S 1.742 1.037 -1.263
S 1.230 4.258 0.568
Ge 1.907 2.914 2.225
S 0.769 1.036 2.369
S 3.872 2.476 1.224
C 1.978 3.777 4.023
C 1.222 4.932 4.310
C 1.337 5.529 5.565
C 2.180 5.009 6.529
C 2.886 3.849 6.267
C 2.773 3.213 5.035
C 3.452 1.896 4.856
C 4.746 1.803 4.349
C 5.566 3.024 4.016
C 5.303 0.539 4.160
C 4.617 -0.617 4.484
C 5.208 -1.977 4.220
C 3.357 -0.499 5.063
C 2.765 0.738 5.262
C 1.418 0.832 5.933
C 0.290 5.584 3.340
C -0.992 5.072 3.123
C -1.499 3.825 3.803
C -1.840 5.727 2.233
C -1.454 6.886 1.583
C -2.405 7.588 0.649
C -0.174 7.384 1.813
C 0.708 6.744 2.667
C 2.121 7.247 2.813
C 5.928 3.188 -1.211
C 6.624 3.862 -0.207
C 6.334 5.301 0.134
C 7.610 3.184 0.504
C 7.908 1.855 0.249
C 8.983 1.132 1.019
C 7.182 1.193 -0.733
C 6.201 1.837 -1.472
C 5.447 1.086 -2.540
H -2.979 6.744 -3.771
H -3.356 5.182 -3.056
H -3.102 5.296 -4.795
H -1.012 7.052 -2.282
H 0.986 7.698 -1.302
H 2.429 7.309 -2.255
H 2.044 6.373 -0.812
H 2.300 2.664 -4.405
H 1.154 2.885 -5.735
H 0.724 1.889 -4.333
H -1.263 3.666 -4.866
H 2.989 5.894 -4.754
H 5.465 5.874 -4.871
H 6.736 4.599 -3.163
H 0.749 6.415 5.773
H 2.273 5.495 7.493
H 3.524 3.410 7.026
H 5.020 3.944 4.213
H 5.842 3.014 2.960
H 6.484 3.032 4.609
H 6.297 0.465 3.733
H 6.264 -1.906 3.960
H 4.690 -2.460 3.388
H 5.108 -2.626 5.093
H 2.822 -1.394 5.366
H 1.104 -0.148 6.296
H 0.663 1.193 5.237
H 1.448 1.525 6.776
H -0.752 3.373 4.454
H -1.799 3.086 3.059
H -2.382 4.058 4.403
H -2.810 5.289 2.018
H -3.092 6.874 0.195
H -1.866 8.112 -0.142
H -2.998 8.330 1.192
H 0.158 8.273 1.284
H 2.314 8.057 2.109
H 2.831 6.440 2.611
H 2.320 7.612 3.823
H 5.394 5.637 -0.300
H 7.129 5.957 -0.232
H 6.270 5.422 1.217
H 8.156 3.713 1.280
H 9.487 1.800 1.716
H 9.731 0.714 0.341
H 8.560 0.302 1.587
H 7.390 0.146 -0.935
H 5.977 0.175 -2.818
H 5.306 1.698 -3.432
H 4.452 0.804 -2.180
O -3.754 0.970 -0.828
S -2.903 1.788 0.017
O -3.496 3.029 0.453
O -2.340 0.984 1.171
S -1.163 2.123 -1.007

As for the total charge: -1. As for the total energy: -10359.95143 hartree. As for the HOMO-LUMO gap (spin up / spin down): 7.64 / 6.74 eV. As for the spin multiplicity: 6. The value obtained for the LUMO energy (spin up / spin down) is 0.0861 / 0.0533 Ha. Its energy above the lowest of the compared OMol25 structures with the same formula, charge and spin is 0.00 kJ/mol.

Atomic partial charges in e from the Löwdin method, atoms 1 to 5: number 1, Fe, carries 0.354; number 2, C, carries -0.077; number 3, C, carries -0.240; number 4, C, carries -0.208; number 5, C, carries -0.034

---

DFT (wB97M-V/def2-TZVPD) results for an isolated ion of composition C4H5N2O2S and charge -1.

Cartesian coordinates (Å):
C 0.403 1.070 0.435
C 0.888 -0.312 -0.367
C -1.688 0.356 -0.192
C -1.232 -1.120 -0.080
N -0.802 1.329 0.306
N 0.138 -1.332 -0.516
O 2.736 -0.368 1.263
O 3.248 1.110 -0.655
S 2.818 -0.261 -0.243
H 1.203 1.628 0.837
H -1.927 0.521 -1.188
H -2.613 0.514 0.201
H -1.309 -1.604 0.981
H -1.861 -1.532 -0.781

As for the total charge: -1. As for the total energy: -813.56575 hartree. As for the HOMO-LUMO gap: 7.15 eV. The value obtained for the LUMO energy is 0.1380 Ha. Its energy above the lowest of the compared OMol25 structures with the same formula, charge and spin is 309.10 kJ/mol.

Atomic partial charges in e from the Löwdin method, atoms 1 to 5: number 1, C, carries -0.100; number 2, C, carries -0.322; number 3, C, carries -0.254; number 4, C, carries -0.224; number 5, N, carries 0.006

---

DFT (wB97M-V/def2-TZVPD) results for an isolated ion of composition C4H12N3 and charge +1.

Cartesian coordinates (Å):
C 0.748 -1.377 -0.543
C 1.213 0.011 -1.088
C 0.619 1.242 -0.326
N -0.964 0.179 1.518
C -1.618 0.537 0.279
N -0.793 1.366 -0.558
N 0.918 -1.519 0.903
H 1.246 -2.173 -1.094
H -0.320 -1.411 -0.809
H 2.295 0.025 -0.993
H 0.873 0.100 -2.114
H 0.737 1.025 0.767
H 1.162 2.120 -0.665
H 0.354 -0.797 1.386
H -1.587 0.230 2.338
H -2.589 1.019 0.375
H -1.097 2.321 -0.408
H -1.750 -0.475 -0.170
H 0.552 -2.424 1.201

As for the total charge: +1. As for the total energy: -323.42679 hartree. As for the HOMO-LUMO gap: 5.45 eV. The value obtained for the LUMO energy is -0.3130 Ha. Its energy above the lowest of the compared OMol25 structures with the same formula, charge and spin is 660.26 kJ/mol.

Atomic partial charges in e from the Löwdin method, atoms 1 to 5: number 1, C, carries -0.210; number 2, C, carries -0.121; number 3, C, carries -0.193; number 4, N, carries 0.206; number 5, C, carries -0.222